{"formula": "C4H4CrO2", "method": "the ωB97M-V functional and the def2-TZVPD basis", "symbols": ["O", "C", "H", "C", "C", "C", "O", "Cr", "H", "H", "H"], "positions_angstrom": [[-0.077, -1.284, 1.990], [0.226, -0.198, 1.297], [1.221, 0.241, 1.500], [-0.621, 0.389, 0.377], [-0.001, 1.052, -0.806], [0.869, -0.078, -1.404], [0.424, -1.273, -1.408], [-0.411, -2.199, 0.202], [-1.669, 0.064, 0.318], [0.721, 1.831, -0.499], [-0.683, 1.456, -1.568]], "lowdin_charge": [-0.328, -0.425, 0.115, -0.218, -0.287, -0.280, -0.354, 0.519, 0.082, 0.083, 0.092], "spin_multiplicity": 6, "gap_ha": [0.206, 0.217], "largest_force_ha_per_bohr": 0.043, "total_charge": -1}

---

{"formula": "C4H4CuO2", "method": "the ωB97M-V functional and the def2-TZVPD basis", "symbols": ["C", "O", "H", "C", "C", "C", "O", "Cu", "H", "H", "H"], "positions_angstrom": [[-1.555, -0.210, -0.187], [-1.609, 0.873, -0.904], [-2.527, 1.128, -1.068], [0.317, -1.595, -0.664], [-0.119, -0.556, 0.091], [0.832, 0.282, 0.799], [0.811, 1.515, 0.813], [1.551, 2.898, 1.463], [-0.395, -2.328, -1.046], [1.373, -1.711, -0.918], [1.322, -0.295, 1.621]], "lowdin_charge": [0.312, 0.244, 0.187, 0.251, -0.191, -0.085, -0.026, 0.850, 0.131, 0.137, 0.190], "spin_multiplicity": 2, "de_lowest_ev": 1.8279, "gap_ha": [0.319, 0.255], "largest_force_ha_per_bohr": 0.097, "total_charge": 2}

---

{"formula": "C4H4EuO3", "method": "the ωB97M-V functional and the def2-TZVPD basis", "symbols": ["O", "C", "O", "O", "Eu", "C", "C", "C", "H", "H", "H", "H"], "positions_angstrom": [[2.462, -0.110, -1.262], [1.738, 0.419, -0.361], [0.563, -0.405, -0.257], [1.848, 1.432, 0.273], [1.662, -2.059, -1.756], [-0.736, 0.283, 0.299], [-1.727, 0.617, -0.562], [-0.532, -0.450, 1.466], [-1.512, 0.706, -1.628], [-2.724, 0.841, -0.181], [0.347, -0.295, 2.091], [-1.391, -0.981, 1.878]], "lowdin_charge": [-0.219, -0.741, -0.255, 0.158, 1.777, -0.259, 0.115, 0.081, 0.078, 0.089, 0.092, 0.084], "spin_multiplicity": 9, "de_lowest_ev": 0.0000, "gap_ha": [0.221, 0.305], "largest_force_ha_per_bohr": 0.078, "total_charge": 1}

---

{"formula": "C4H4F12LiN2O10S4", "method": "the ωB97M-V functional and the def2-TZVPD basis", "symbols": ["Li", "C", "F", "F", "F", "S", "O", "O", "N", "S", "O", "O", "C", "F", "F", "F", "C", "F", "F", "F", "S", "O", "O", "N", "S", "O", "O", "C", "F", "F", "F", "O", "H", "H", "O", "H", "H"], "positions_angstrom": [[1.131, 0.581, -0.670], [-0.668, 0.061, 5.420], [-1.683, 0.751, 5.914], [0.392, 0.843, 5.213], [-0.315, -0.888, 6.299], [-1.201, -0.873, 3.829], [-0.023, -1.555, 3.337], [-2.240, -1.766, 4.258], [-1.708, 0.485, 2.920], [-1.595, 0.066, 1.442], [-0.286, 0.202, 0.802], [-2.319, -1.163, 1.159], [-2.598, 1.456, 0.613], [-3.597, 0.948, -0.107], [-3.154, 2.276, 1.526], [-1.802, 2.177, -0.194], [0.733, -2.633, -0.838], [1.268, -1.964, 0.196], [1.026, -3.921, -0.590], [-0.558, -2.446, -0.939], [1.548, -2.036, -2.430], [2.960, -1.983, -2.161], [1.120, -2.916, -3.486], [0.906, -0.405, -2.365], [0.266, -0.284, -3.789], [1.199, -0.439, -4.883], [-1.003, -0.958, -3.892], [-0.106, 1.589, -3.866], [1.010, 2.274, -3.650], [-0.513, 1.852, -5.093], [-1.023, 1.956, -2.996], [2.884, 0.139, 0.310], [3.234, -0.759, 0.242], [3.415, 0.567, 0.988], [1.111, 2.535, -0.792], [1.800, 3.097, -1.163], [0.389, 3.132, -0.565]], "lowdin_charge": [0.633, -0.667, 0.141, 0.130, 0.117, 0.658, -0.301, -0.286, -0.297, 0.572, -0.381, -0.294, -0.618, 0.139, 0.108, 0.102, -0.662, 0.099, 0.137, 0.173, 0.678, -0.293, -0.272, -0.357, 0.543, -0.300, -0.287, -0.699, 0.121, 0.147, 0.144, -0.082, 0.048, 0.062, -0.081, 0.066, 0.057], "spin_multiplicity": 1, "de_lowest_ev": 1.2168, "gap_ha": 0.325, "largest_force_ha_per_bohr": 0.065, "total_charge": -1}

---

{"formula": "C4H4F2", "method": "the ωB97M-V functional and the def2-TZVPD basis", "symbols": ["C", "C", "C", "C", "F", "F", "H", "H", "H", "H"], "positions_angstrom": [[0.376, -0.085, 0.215], [1.280, -0.356, 1.100], [-0.121, 0.416, -1.156], [-1.047, -0.039, -0.072], [-1.994, 0.925, 0.767], [-1.848, -1.045, -0.443], [1.078, -0.658, 2.057], [2.409, -0.242, 0.853], [0.057, 1.403, -1.425], [-0.191, -0.319, -1.895]], "lowdin_charge": [-0.166, 0.089, 0.054, -0.340, -0.088, 0.106, 0.040, 0.111, 0.095, 0.099], "spin_multiplicity": 1, "smiles": "C=C1CC1(F)F", "de_lowest_ev": 1.9843, "gap_ha": 0.423, "largest_force_ha_per_bohr": 0.086, "total_charge": 0}

---

{"formula": "C4H4F2N2", "method": "the ωB97M-V functional and the def2-TZVPD basis", "symbols": ["C", "C", "C", "C", "N", "N", "F", "F", "H", "H", "H", "H"], "positions_angstrom": [[-1.192, -0.164, 0.687], [-0.569, -1.036, -0.100], [-0.663, 1.141, 1.048], [0.840, -0.629, -0.562], [0.052, 1.826, 0.356], [0.729, 0.480, -1.381], [1.721, -0.531, 0.462], [1.901, 1.028, -1.774], [-2.293, -0.324, 1.123], [-0.970, -1.994, -0.616], [-0.895, 1.728, 1.929], [1.339, -1.526, -1.172]], "lowdin_charge": [-0.097, -0.026, -0.293, -0.474, 0.230, 0.072, 0.019, -0.025, 0.151, 0.144, 0.118, 0.183], "spin_multiplicity": 1, "de_lowest_ev": 6.5364, "gap_ha": [0.327, 0.361], "largest_force_ha_per_bohr": 0.083, "total_charge": 0}

---

{"formula": "C4H4F2N2O", "method": "the ωB97M-V functional and the def2-TZVPD basis", "symbols": ["C", "C", "C", "C", "N", "N", "O", "F", "F", "H", "H", "H", "H"], "positions_angstrom": [[0.909, -1.047, -1.273], [-0.158, -1.560, -1.034], [1.548, 0.239, -0.348], [-1.403, 0.446, 0.788], [0.814, 0.525, 0.747], [-0.253, -0.087, 1.202], [2.686, 0.583, -0.541], [-1.556, 0.762, -0.501], [-1.558, 1.703, 1.385], [1.647, -1.311, -1.957], [-1.147, -1.690, -0.598], [-2.187, -0.085, 1.229], [0.659, 1.521, 0.901]], "lowdin_charge": [-0.048, 0.196, -0.357, -0.539, 0.028, 0.055, 0.107, 0.076, 0.004, 0.094, 0.082, 0.131, 0.172], "spin_multiplicity": 1, "de_lowest_ev": 5.7882, "gap_ha": [0.252, 0.304], "largest_force_ha_per_bohr": 0.110, "total_charge": 0}

---

{"formula": "C4H4F2S2", "method": "the ωB97M-V functional and the def2-TZVPD basis", "symbols": ["C", "C", "C", "C", "H", "H", "H", "H", "F", "F", "S", "S"], "positions_angstrom": [[-1.506, -0.384, 0.429], [-0.268, -0.365, -0.507], [1.860, -0.156, -0.072], [0.619, 0.797, -0.172], [-2.420, -1.041, -0.044], [-1.333, -0.839, 1.391], [-1.795, 0.699, 0.273], [-0.630, -0.260, -1.497], [0.635, 1.921, -0.950], [0.399, 1.296, 1.134], [0.934, -1.707, -0.155], [3.504, 0.040, 0.171]], "lowdin_charge": [-0.100, -0.552, -0.943, -0.560, 0.130, 0.062, 0.101, 0.109, 0.102, 0.037, 0.954, 0.660], "spin_multiplicity": 1, "smiles": "C[C@@H]1SC(=S)C1(F)F", "de_lowest_ev": 1.0155, "gap_ha": 0.300, "largest_force_ha_per_bohr": 0.079, "total_charge": 0}

---

{"formula": "C4H4F4I2O2S", "method": "the ωB97M-V functional and the def2-TZVPD basis", "symbols": ["C", "C", "C", "C", "O", "O", "F", "F", "F", "F", "S", "I", "I", "H", "H", "H", "H"], "positions_angstrom": [[1.188, -0.167, -1.028], [-0.527, 0.220, 2.040], [-0.892, -1.195, 1.457], [1.744, 2.421, -2.101], [2.256, 0.100, 1.259], [-0.180, 1.025, 0.956], [-1.611, -1.109, 0.363], [0.278, -1.831, 1.181], [1.890, 3.151, -3.200], [2.373, 3.157, -1.130], [1.510, 1.031, 0.441], [-2.007, -2.503, 2.791], [2.936, 0.470, -2.106], [1.254, -1.171, -0.915], [0.413, 0.143, -1.543], [0.321, 0.000, 2.583], [-1.368, 0.776, 2.489]], "lowdin_charge": [-0.563, -0.226, -0.944, -0.559, -0.469, -0.349, 0.038, -0.012, -0.016, -0.136, 0.936, 0.862, 1.255, -0.009, -0.032, 0.080, 0.145], "spin_multiplicity": 1, "de_lowest_ev": 1.3802, "gap_ha": [0.306, 0.306], "largest_force_ha_per_bohr": 0.110, "total_charge": 0}

---

{"formula": "C4H4FN", "method": "the ωB97M-V functional and the def2-TZVPD basis", "symbols": ["C", "C", "C", "C", "H", "H", "H", "H", "N", "F"], "positions_angstrom": [[1.141, 0.267, -0.564], [-0.170, 0.027, 0.246], [-0.894, -0.991, -0.232], [-0.616, 0.851, 1.309], [1.101, -0.201, -1.560], [1.093, 1.364, -0.621], [1.984, 0.122, 0.147], [-0.678, -1.528, -1.251], [-1.003, 1.425, 2.158], [-1.958, -1.335, 0.366]], "lowdin_charge": [-0.047, -0.259, -0.177, -0.216, 0.081, 0.074, 0.090, 0.166, 0.182, 0.106], "spin_multiplicity": 1, "smiles": "C/C(C#N)=C/F", "de_lowest_ev": 1.3555, "gap_ha": 0.393, "largest_force_ha_per_bohr": 0.155, "total_charge": 0}

---

{"formula": "C4H4FN2O2", "method": "the ωB97M-V functional and the def2-TZVPD basis", "symbols": ["C", "C", "C", "C", "N", "N", "O", "O", "F", "H", "H", "H", "H"], "positions_angstrom": [[-0.980, -0.675, 0.798], [-1.516, -0.056, -0.412], [1.125, -0.841, -0.047], [0.160, 1.312, -0.005], [0.187, -1.190, 0.957], [1.243, 0.666, -0.120], [2.442, 1.087, -0.277], [-1.452, -0.360, -1.582], [-2.615, 0.796, -0.035], [-1.653, -0.726, 1.654], [2.115, -1.226, 0.207], [0.839, -1.169, -1.056], [0.105, 2.382, -0.082]], "lowdin_charge": [-0.149, -0.543, -0.193, 0.051, 0.022, -0.357, -0.189, 0.025, -0.059, 0.108, 0.103, 0.118, 0.063], "spin_multiplicity": 1, "de_lowest_ev": 0.9342, "gap_ha": 0.296, "largest_force_ha_per_bohr": 0.040, "total_charge": -1}

---

{"formula": "C4H4FNO", "method": "the ωB97M-V functional and the def2-TZVPD basis", "symbols": ["C", "C", "C", "C", "N", "O", "F", "H", "H", "H", "H"], "positions_angstrom": [[1.632, 1.498, -0.002], [-1.427, -1.824, 0.113], [0.997, 0.291, -0.015], [-1.292, 0.568, -0.072], [-1.401, -0.638, -0.383], [-1.606, 1.691, 0.030], [1.543, -0.935, 0.004], [2.650, 1.538, -0.180], [1.310, 2.493, 0.034], [-1.243, -2.750, -0.622], [-1.162, -1.931, 1.093]], "lowdin_charge": [0.012, 0.021, -0.161, -0.332, 0.058, 0.160, 0.011, 0.018, 0.031, 0.134, 0.048], "spin_multiplicity": 1, "de_lowest_ev": 5.1339, "gap_ha": [0.272, 0.292], "largest_force_ha_per_bohr": 0.088, "total_charge": 0}

---

{"formula": "C4H4FNO2", "method": "the ωB97M-V functional and the def2-TZVPD basis", "symbols": ["C", "C", "C", "C", "H", "H", "H", "H", "N", "O", "O", "F"], "positions_angstrom": [[-0.935, 0.407, 0.656], [0.401, 1.010, 0.741], [1.198, 0.317, -0.081], [-0.892, -0.507, -0.362], [-2.753, 0.239, 1.286], [0.616, 1.736, 1.531], [1.902, -1.052, -1.860], [-1.601, -1.412, -0.575], [0.501, -0.623, -0.694], [-1.947, 0.804, 1.472], [0.994, -1.293, -1.756], [2.516, 0.374, -0.357]], "lowdin_charge": [-0.342, 0.042, -0.322, 0.008, 0.141, 0.123, 0.097, 0.156, -0.122, 0.037, 0.078, 0.105], "spin_multiplicity": 1, "smiles": "Oc1cc(F)n(O)c1", "de_lowest_ev": 2.4130, "gap_ha": 0.333, "largest_force_ha_per_bohr": 0.065, "total_charge": 0}

---

{"formula": "C4H4FNOS", "method": "the ωB97M-V functional and the def2-TZVPD basis", "symbols": ["C", "C", "C", "C", "H", "H", "H", "H", "N", "O", "F", "S"], "positions_angstrom": [[-0.106, -0.515, -1.826], [-0.296, -0.147, -0.403], [0.361, 0.394, 1.445], [-1.349, 0.322, 0.309], [-0.961, -0.455, -2.521], [0.911, -0.090, -2.180], [0.211, -1.681, -1.721], [2.452, 0.531, 1.948], [0.833, -0.125, 0.389], [-0.849, 0.787, 1.487], [-2.533, 0.711, 0.126], [1.327, 0.267, 2.947]], "lowdin_charge": [-0.041, -0.303, -0.860, -0.323, 0.076, 0.105, 0.125, 0.005, 0.111, 0.138, 0.206, 0.761], "spin_multiplicity": 1, "de_lowest_ev": 1.7549, "gap_ha": 0.336, "largest_force_ha_per_bohr": 0.105, "total_charge": 0}

---

{"formula": "C4H4FNOS", "method": "the ωB97M-V functional and the def2-TZVPD basis", "symbols": ["C", "C", "C", "C", "H", "H", "H", "H", "N", "O", "F", "S"], "positions_angstrom": [[0.936, 0.164, 0.663], [1.031, 1.405, -0.167], [-0.673, -0.195, 0.531], [-1.678, -0.165, -0.626], [3.382, -1.528, 0.604], [1.366, 0.182, 1.622], [-2.258, 0.738, -0.606], [-2.289, -1.109, -0.580], [0.828, 2.459, -0.692], [-1.437, -0.263, 1.545], [-0.954, -0.587, -1.915], [1.745, -1.100, -0.378]], "lowdin_charge": [-0.557, -0.275, -0.302, -0.016, 0.112, 0.081, 0.122, 0.145, 0.167, 0.041, -0.168, 0.648], "spin_multiplicity": 1, "de_lowest_ev": 4.6304, "gap_ha": 0.310, "largest_force_ha_per_bohr": 0.114, "total_charge": 0}

---

{"formula": "C4H4FNS", "method": "the ωB97M-V functional and the def2-TZVPD basis", "symbols": ["C", "C", "C", "C", "H", "H", "H", "H", "N", "F", "S"], "positions_angstrom": [[-0.051, 0.928, 0.812], [0.247, -0.052, -0.234], [-1.100, -0.617, -0.813], [1.316, -1.032, 0.048], [1.097, 0.694, 1.691], [-0.172, 2.179, 0.152], [-0.984, 0.615, 1.511], [-0.979, -0.855, -1.913], [2.397, -1.685, 0.055], [0.698, 0.666, -1.246], [-2.469, -0.841, -0.061]], "lowdin_charge": [-0.080, -0.775, -0.597, -0.083, 0.196, 0.219, 0.064, 0.089, 0.160, 0.022, 0.786], "spin_multiplicity": 1, "de_lowest_ev": 4.6524, "gap_ha": 0.315, "largest_force_ha_per_bohr": 0.199, "total_charge": 0}

---

{"formula": "C4H4GaO2", "method": "the ωB97M-V functional and the def2-TZVPD basis", "symbols": ["H", "O", "C", "C", "C", "C", "O", "Ga", "H", "H", "H"], "positions_angstrom": [[-2.671, -0.555, 1.105], [-3.709, 0.439, 0.297], [-3.220, -0.240, -0.655], [-2.238, -1.108, -0.054], [-1.944, -2.394, -0.257], [-1.102, -3.098, 0.717], [-0.877, -4.297, 0.658], [0.538, -5.104, 1.771], [-2.897, 0.284, -1.572], [-2.469, -3.001, -1.002], [-0.555, -2.459, 1.440]], "lowdin_charge": [0.251, 0.032, -0.159, -0.042, -0.031, -0.231, -0.211, 0.962, 0.152, 0.142, 0.135], "spin_multiplicity": 1, "de_lowest_ev": 2.6900, "gap_ha": 0.313, "largest_force_ha_per_bohr": 0.104, "total_charge": 1}

---

{"formula": "C4H4HgO", "method": "the ωB97M-V functional and the def2-TZVPD basis", "symbols": ["C", "C", "O", "Hg", "H", "H", "C", "C", "H", "H"], "positions_angstrom": [[0.604, -0.776, 0.111], [1.697, -0.032, -0.222], [1.713, 1.300, -0.077], [0.034, 1.283, 0.886], [0.665, -1.856, -0.069], [2.662, -0.479, -0.522], [-2.507, -0.475, -0.374], [-1.384, 0.028, 0.002], [-2.911, -1.366, -0.858], [-2.714, -0.202, 0.760]], "lowdin_charge": [-0.180, -0.443, -0.389, 1.115, 0.037, 0.108, -0.103, -0.304, 0.064, 0.095], "spin_multiplicity": 1, "de_lowest_ev": 3.0984, "gap_ha": [0.231, 0.231], "largest_force_ha_per_bohr": 0.106, "total_charge": 0}

---

{"formula": "C4H4IN", "method": "the ωB97M-V functional and the def2-TZVPD basis", "symbols": ["C", "C", "C", "C", "N", "I", "H", "H", "H", "H"], "positions_angstrom": [[-0.427, 0.339, 1.370], [-0.609, 1.012, 2.473], [-0.626, 0.446, -0.081], [0.506, -0.361, 0.384], [-0.934, 1.529, 3.559], [-2.749, 0.928, 4.375], [-1.453, 0.077, -0.589], [-0.339, 1.233, -0.688], [0.311, -1.431, 0.274], [1.531, -0.082, 0.302]], "lowdin_charge": [-0.163, -0.271, -0.137, -0.076, -0.418, 0.682, 0.091, 0.086, 0.105, 0.100], "spin_multiplicity": 1, "de_lowest_ev": 3.3465, "gap_ha": 0.297, "largest_force_ha_per_bohr": 0.058, "total_charge": 0}

---

{"formula": "C4H4INO", "method": "the ωB97M-V functional and the def2-TZVPD basis", "symbols": ["C", "C", "C", "C", "N", "O", "I", "H", "H", "H", "H"], "positions_angstrom": [[0.149, -0.296, 0.239], [-0.503, -1.462, 0.156], [-2.581, 0.041, -0.488], [-0.413, 0.922, -0.411], [-1.666, -1.715, -0.376], [-1.833, 1.000, -0.064], [-4.529, -0.113, 0.032], [1.120, -0.028, 0.784], [-0.160, -2.333, 0.517], [0.115, 1.896, -0.182], [-0.198, 0.729, -1.580]], "lowdin_charge": [-0.108, -0.328, -0.748, -0.184, 0.126, -0.164, 0.909, 0.126, 0.073, 0.135, 0.163], "spin_multiplicity": 1, "de_lowest_ev": 4.3958, "gap_ha": [0.236, 0.291], "largest_force_ha_per_bohr": 0.100, "total_charge": 0}